# 1
Entry from the OMol25 dataset: C4H6O in the gas phase at a distorted geometry (ωB97M-V/def2-TZVPD).

Geometry as XYZ:
```
11
Properties=species:S:1:pos:R:3:lowdin_charge:R:1
C -1.370 1.117 -0.162 0.04
C -0.615 0.015 0.041 -0.67
O -0.884 -1.210 -0.153 -0.04
C 0.748 0.134 0.635 0.06
C 1.881 0.013 -0.236 0.01
H -2.382 0.907 -0.499 0.05
H -1.221 2.097 0.271 0.04
H 2.901 -0.215 0.063 0.10
H 0.785 -0.379 1.600 0.14
H 1.814 0.351 -1.264 0.11
H 1.332 -1.014 -0.215 0.16
```

## Properties
frontier orbital gap: 6.4 eV
largest force on an atom: 0.04081 Eh/bohr
net charge: 0
ΔE to the lowest compared entry with this formula, charge and spin: 89.4 kcal per mole
lowest unoccupied orbital energy: -1.236 eV

# 2
Entry from the OMol25 dataset: a molecular structure, C5H11NO (ωB97M-V/def2-TZVPD).

Geometry as XYZ:
```
18
Properties=species:S:1:pos:R:3:lowdin_charge:R:1
C -1.777 -0.079 -0.863 -0.16
C -1.799 1.038 0.149 -0.15
C -0.274 0.359 1.606 -0.04
N 0.598 -0.407 0.867 -0.04
C 1.640 0.167 0.139 -0.53
O 1.768 1.366 0.035 0.08
C 2.550 -0.828 -0.552 -0.01
H -2.447 0.140 -1.703 0.07
H -0.772 -0.219 -1.283 0.06
H -2.094 -1.032 -0.422 0.07
H -1.653 2.021 -0.314 0.09
H -2.692 1.056 0.777 0.08
H -0.796 1.274 0.991 0.02
H -1.037 -0.269 2.072 0.07
H 0.445 -1.398 0.719 0.13
H 2.178 -1.027 -1.564 0.09
H 2.618 -1.778 -0.013 0.08
H 3.543 -0.384 -0.641 0.09
```

## Properties
frontier orbital gap: 8.5 eV
largest force on an atom: 0.00758 Eh/bohr
net charge: 0
ΔE to the lowest compared entry with this formula, charge and spin: 89.4 kcal per mole
lowest unoccupied orbital energy: 0.768 eV